Below is a cluster of 14 separate species, H29O14 in total in a non-equilibrium geometry, with properties calculated with ωB97M-V with the def2-TZVPD basis set.

Each line ends with the Löwdin charge.
Positions of all 43 atoms, in Å:
O (-1.651, 0.781, 0.684)  -0.04
H (0.527, 0.346, 2.188)  0.13
O (-2.040, -3.752, 0.892)  -0.07
H (0.881, -3.411, -0.100)  0.08
H (-4.064, 0.819, 2.238)  0.04
O (-3.291, -0.428, -1.537)  -0.05
H (3.080, 4.245, -1.657)  0.04
H (-4.221, -0.198, -1.495)  0.05
O (1.645, -3.178, 0.479)  -0.06
H (1.647, -0.725, -1.556)  0.04
H (2.411, -2.876, -0.027)  0.05
O (2.660, 1.298, -2.819)  -0.06
H (3.344, 0.630, -2.719)  0.04
H (2.827, 1.865, -3.578)  0.04
O (-0.097, -3.005, 2.995)  -0.09
H (-3.192, 1.655, 1.432)  -0.01
H (1.732, 4.011, -2.056)  0.03
O (-0.524, 2.927, -1.541)  -0.04
H (-1.156, 3.668, -1.528)  0.09
H (-2.994, -3.591, 0.680)  0.08
O (1.375, 1.576, 0.657)  -0.06
H (0.833, 1.855, -0.103)  0.02
H (0.392, -2.508, 2.291)  -0.01
O (0.986, -0.587, -0.866)  -0.06
H (-1.419, 1.524, 0.130)  0.02
H (-1.942, -0.097, 0.442)  0.05
O (0.708, -0.622, 2.297)  0.11
H (-1.327, -0.056, -4.862)  0.06
H (-2.971, -0.314, -2.441)  0.00
O (2.613, 4.121, -2.492)  -0.07
H (-0.560, -3.618, 2.356)  0.03
H (3.754, -0.381, 3.424)  0.11
O (2.859, -0.715, 3.580)  0.03
H (0.419, 0.012, -1.402)  0.05
H (2.850, -1.703, 3.473)  0.13
O (-1.753, -0.077, -4.001)  -0.03
H (-2.054, -4.555, 1.424)  0.05
H (-1.051, -0.287, -3.381)  0.03
O (-3.860, 1.770, 2.140)  -0.09
H (1.017, -0.782, 1.289)  0.16
H (2.326, 1.747, 0.631)  0.07
H (1.626, -0.692, 2.880)  0.09
H (-0.324, 2.589, -2.418)  0.05

Its frontier orbital gap is 9.499 eV. Its LUMO energy is -3.3117 eV. Its total charge is +1. Its energy relative to the best compared isomer or geometry (same formula, charge and spin) is 4.491 eV. As for the spin multiplicity: 1. The maximum force is 0.066 Eh/bohr. The energy comes out at -1070.438990 Eh.